# 1
ORCA calculation (ωB97M-V/def2-TZVPD) on C3H6O3Sn as an isolated structure in a non-equilibrium geometry.

The geometry in XYZ format:
```
13
Properties=species:S:1:pos:R:3:forces:R:3
Sn -19.841 34.124 -13.608 -0.16 -1.72 1.54
C -20.747 30.068 -13.365 0.20 -1.04 -0.19
O -20.775 29.984 -11.933 0.27 0.86 -0.24
C -20.588 31.081 -11.248 -0.92 -1.03 0.17
O -20.072 32.126 -11.687 0.44 2.23 -1.54
O -21.059 30.930 -10.059 0.33 0.39 -0.35
C -21.003 31.991 -9.086 -0.53 -0.37 1.26
H -21.391 30.865 -13.740 -0.10 -0.03 0.10
H -21.134 29.090 -13.642 -0.22 0.22 -0.34
H -19.739 30.111 -13.782 0.11 0.26 0.32
H -21.740 31.667 -8.352 0.10 0.00 0.04
H -21.348 32.963 -9.428 0.38 -0.07 -0.51
H -20.037 31.974 -8.590 0.12 0.30 -0.27
```
Positions in Å, forces in eV/Å.

Calculated values
* spin multiplicity: 1
* HOMO level: -18.6 eV
* charge: +2
* relative energy (zero: lowest compared OMol25 entry of this formula, charge and spin): 21.89 kcal/mol

These are the Mulliken partial charges, in e, on atoms 1 to 5: Sn 1.7951; C -0.6303; O -0.2466; C 0.8308; O -0.5634

# 2
ORCA calculation (ωB97M-V/def2-TZVPD) on one molecule with the formula C5H4N2 in a non-equilibrium geometry.

The geometry in XYZ format:
```
11
Properties=species:S:1:pos:R:3:forces:R:3
C -0.239 -0.121 0.005 -3.51 2.54 0.22
C 1.040 -0.421 -0.498 1.51 -0.13 0.52
C 2.126 -0.516 -1.019 1.62 -1.62 -1.03
C -1.204 0.149 -1.077 -2.45 1.55 -1.22
C -2.097 0.593 -1.814 3.39 -1.80 2.45
H 1.020 -0.216 1.972 -0.12 -0.17 0.87
H -0.309 0.057 3.086 -0.84 -0.11 2.22
H 3.061 -0.931 -1.556 -2.12 1.28 1.33
H -2.787 0.946 -2.515 -0.55 0.19 -0.47
N 0.102 0.138 2.225 1.63 0.64 -3.01
N -0.712 0.320 1.190 1.44 -2.36 -1.88
```
Positions in Å, forces in eV/Å.

Calculated values
* spin multiplicity: 1
* HOMO level: -8.3 eV
* charge: 0
* relative energy (zero: lowest compared OMol25 entry of this formula, charge and spin): 123.80 kcal/mol
* SMILES string: C#CC(C#C)=NN

These are the Mulliken partial charges, in e, on atoms 1 to 5: C 0.0986; C -0.5195; C 0.1506; C -0.3460; C -0.0005

# 3
ORCA calculation (ωB97M-V/def2-TZVPD) on a 2-piece molecular cluster, C8H13NO6S2Si overall in a non-equilibrium geometry.

The geometry in XYZ format:
```
31
Properties=species:S:1:pos:R:3:forces:R:3
C 1.468 -3.219 -1.508 0.21 0.32 -0.01
Si 0.573 -1.545 -1.665 -1.13 -0.20 0.35
C 1.031 -0.480 -0.181 0.67 0.07 -0.72
C 1.118 -0.591 -3.214 0.68 0.01 0.26
C -1.227 -1.835 -1.517 0.26 0.47 -0.50
N -1.884 -1.880 -2.942 -0.01 -0.70 1.64
C -3.032 -2.157 -3.026 0.02 0.77 -0.82
S -4.611 -2.403 -3.146 -0.50 -0.32 -0.21
C -1.841 -0.628 -0.729 0.02 -0.19 -0.30
O -1.802 0.507 -1.284 -0.24 0.05 0.00
O -2.271 -0.854 0.434 0.25 0.08 0.25
H 0.941 -3.971 -2.088 0.01 -0.09 -0.30
H 1.345 -3.520 -0.469 0.01 0.00 0.22
H 2.536 -3.211 -1.741 0.13 -0.09 -0.11
H 0.535 -0.796 0.730 0.02 -0.14 0.18
H 0.698 0.520 -0.446 -0.19 0.19 0.13
H 2.120 -0.444 -0.103 0.13 -0.03 0.44
H 0.380 0.175 -3.429 -0.33 -0.04 -0.08
H 1.307 -1.212 -4.087 -0.20 -0.11 -0.18
H 2.053 -0.058 -3.011 0.19 0.01 0.04
C -0.872 1.859 2.846 0.19 -0.65 0.05
C -0.150 2.249 4.124 -0.26 0.23 0.00
O 1.164 2.644 3.692 -0.14 -0.12 -0.01
S 1.054 3.315 2.235 -0.51 -0.58 -0.03
O 1.041 4.732 2.376 0.09 0.15 -0.04
O 1.982 2.667 1.390 0.53 0.24 -0.08
O -0.408 2.822 1.893 0.00 0.57 0.12
H -0.593 0.865 2.494 -0.09 -0.01 -0.06
H -1.952 1.910 2.933 -0.02 0.14 -0.20
H -0.079 1.429 4.832 0.23 -0.04 -0.05
H -0.623 3.110 4.606 -0.02 -0.02 0.01
```
Positions in Å, forces in eV/Å.

Calculated values
* spin multiplicity: 1
* HOMO level: 1.3 eV
* charge: -2

These are the Mulliken partial charges, in e, on atoms 1 to 5: C -1.2011; Si 0.4353; C -1.1077; C -1.1221; C 0.0123

# 4
ORCA calculation (ωB97M-V/def2-TZVPD) on C22H24InNO5 as an isolated structure in a non-equilibrium geometry.

The geometry in XYZ format:
```
53
Properties=species:S:1:pos:R:3:forces:R:3
In 0.243 1.200 0.249 -0.43 0.44 -0.60
C -0.027 -1.429 2.474 -0.28 0.58 0.03
C 0.133 -0.090 2.876 -1.06 0.00 -0.17
C -0.956 0.685 2.306 -0.05 -1.17 1.01
H 0.882 0.296 3.559 0.04 0.01 -0.26
C -1.813 -0.258 1.609 0.46 -0.07 0.51
C -1.196 -1.519 1.668 -0.37 0.11 0.48
H -1.574 -2.434 1.218 0.15 0.34 0.00
H 0.606 -2.265 2.771 -0.02 0.24 -0.27
H -1.237 1.698 2.606 0.18 -0.35 -0.18
H -2.794 -0.024 1.190 0.50 -0.14 -0.07
C 1.281 -1.830 -1.507 -0.89 -0.47 -0.34
C 0.264 -2.718 -1.068 0.05 0.42 -0.65
C -0.964 -2.306 -1.657 0.64 0.17 -0.57
H 0.413 -3.564 -0.403 -0.07 0.11 0.03
C -0.693 -1.178 -2.485 0.12 -0.54 0.65
C 0.681 -0.850 -2.344 -0.04 -0.63 -0.04
H 1.189 -0.014 -2.817 -0.05 -0.13 0.05
H 2.331 -1.912 -1.264 -0.11 0.15 0.09
H -1.936 -2.770 -1.520 0.04 0.00 0.02
H -1.399 -0.693 -3.147 0.04 0.04 0.23
O -0.971 1.808 -1.982 0.23 2.04 -0.38
C -2.332 1.972 -2.370 -1.06 0.42 -0.44
C -2.273 3.517 -2.306 0.20 -0.49 0.00
C -3.307 1.372 -1.378 -0.38 -0.30 -0.12
C -2.519 1.507 -3.811 -0.50 -0.22 -0.22
C -0.799 3.283 -2.033 0.50 -0.70 -0.05
H -2.818 3.961 -1.469 0.01 -0.03 -0.15
H -2.498 4.001 -3.257 -0.10 0.15 0.16
H -0.141 3.528 -2.875 0.07 0.12 0.28
H -0.429 3.680 -1.079 0.18 -0.24 -0.27
H -4.264 1.908 -1.461 0.05 -0.12 -0.03
H -2.953 1.462 -0.343 0.04 0.02 -0.39
H -3.483 0.317 -1.611 0.12 0.03 0.27
H -3.226 2.169 -4.327 -0.02 -0.11 0.00
H -2.923 0.492 -3.847 0.15 0.07 -0.10
H -1.566 1.525 -4.355 -0.19 0.01 0.22
O 2.137 1.785 1.520 1.91 -1.19 0.37
C 2.693 0.723 1.066 -1.99 0.67 -1.35
O 2.197 0.117 0.036 1.79 0.61 2.23
C 3.851 0.115 1.776 0.41 -0.11 0.37
C 4.072 -1.273 1.683 0.35 0.16 0.09
C 5.105 -1.865 2.403 0.08 0.24 0.20
C 5.917 -1.071 3.240 -0.91 0.37 -0.48
C 5.698 0.320 3.333 0.04 -0.23 0.06
C 4.657 0.902 2.622 0.19 -0.38 -0.05
N 6.906 -1.689 4.063 0.99 -0.63 0.63
O 7.054 -2.932 3.997 -0.11 1.47 0.12
O 7.592 -0.967 4.822 -0.68 -0.84 -0.79
H 3.424 -1.885 1.050 0.12 0.36 0.14
H 5.295 -2.934 2.346 -0.08 0.26 0.04
H 6.346 0.907 3.982 -0.21 -0.15 -0.16
H 4.460 1.972 2.720 -0.05 -0.39 -0.13
```
Positions in Å, forces in eV/Å.

Calculated values
* spin multiplicity: 1
* HOMO level (alpha / beta): 0.1 / 0.9 eV
* charge: -2

These are the Mulliken partial charges, in e, on atoms 1 to 5: In 0.3765; C -0.3776; C -0.7788; C -0.6034; H 0.4239